40
Properties=species:S:1:pos:R:3:forces:R:3 method="wB97M-V/def2-TZVPD" charge=0 lumo_ev=-0.13 smiles="CN(C)S(=O)(=O)c1cccc(NC(=O)Cc2ccc(Cl)cc2)c1" gap_ev=8.34 e_homo_ev=-8.47 multiplicity=1 max_force_ev_per_a=19.9 de_lowest_ev=16.190
C -2.866174 4.011020 0.312887 6.33 -7.83 3.70
N -3.801815 3.510058 1.282549 6.27 -5.93 -2.29
C -4.567100 4.410000 1.784981 -11.17 -2.13 1.62
S -2.959572 2.605650 2.404646 16.04 6.09 -10.07
O -3.691996 2.214735 3.409896 -7.57 -3.76 9.72
O -1.549783 3.505966 2.613605 -5.66 -3.54 0.02
C -2.172327 1.167745 1.431405 -1.90 -2.11 0.23
C -3.337824 0.141304 0.846665 2.99 10.51 6.92
C -2.852529 -0.709527 0.129244 4.23 -7.01 -5.43
C -1.515784 -1.073176 -0.172828 0.29 3.92 2.83
C -0.571365 -0.215659 0.375519 2.51 -0.26 1.62
N 0.813586 -0.404490 0.237005 2.39 0.63 1.17
C 1.578662 -1.515152 -0.214421 2.53 10.18 5.44
O 1.010858 -2.217780 -0.834187 -5.85 -10.59 -7.25
C 3.077238 -1.350232 -0.112926 -2.45 -2.05 0.99
C 3.524000 -2.303746 -1.120235 5.08 -5.45 1.77
C 4.351277 -1.935779 -2.150022 0.88 1.80 -4.38
C 4.949422 -2.733754 -3.214172 -5.76 -7.13 14.75
C 4.963795 -4.277625 -2.744006 -1.64 8.19 -1.41
Cl 5.776316 -5.059614 -3.906901 1.53 -3.26 -1.83
C 4.199853 -4.670946 -1.658914 2.12 6.74 -1.10
C 3.713294 -3.792117 -0.711205 1.25 6.03 -6.36
C -0.746735 0.886969 1.356032 -14.21 -8.39 -6.87
H -3.414200 4.315346 -0.340290 -6.08 3.61 -8.31
H -2.239726 4.755335 0.634296 1.69 1.57 1.24
H -2.187018 3.034135 -0.153676 -1.91 3.03 1.32
H -5.054381 3.834685 2.640890 0.26 1.63 -0.18
H -5.569118 4.428515 1.111998 1.98 0.86 1.11
H -4.261340 5.302248 2.023431 2.02 4.98 1.34
H -4.311004 0.462394 0.885015 -2.15 0.52 0.36
H -3.520250 -1.240867 -0.406113 -2.37 -2.31 -1.71
H -1.265239 -1.973767 -0.596984 0.54 -1.49 -1.37
H 1.413859 0.266766 0.708152 -0.67 0.08 0.08
H 3.272382 -1.544903 0.944467 0.89 0.13 -0.26
H 3.201034 -0.382218 -0.433150 0.96 2.45 -0.30
H 4.465845 -0.843202 -2.393240 -0.42 -0.78 0.52
H 5.300219 -2.469694 -4.017387 3.97 2.94 -8.19
H 4.148899 -5.589290 -1.479232 -0.54 -7.85 1.50
H 2.963789 -4.094734 -0.192099 -4.11 -2.34 4.42
H -0.269049 1.545401 1.719307 7.72 8.29 4.64



44
Properties=species:S:1:pos:R:3:forces:R:3 method="wB97M-V/def2-TZVPD" charge=0 lumo_ev="-0.50 / -0.45" gap_ev="6.47 / 6.35" e_homo_ev="-6.97 / -6.80" multiplicity=1 max_force_ev_per_a=1.2 de_lowest_ev=0.103
W -0.189956 1.650358 0.072393 -0.79 0.29 0.92
O 1.063804 1.595750 -1.902409 -0.28 0.08 -0.12
C 1.690775 0.871068 -1.094959 0.24 -0.30 -0.08
O 2.027720 1.359839 0.042084 0.12 0.05 0.15
C 1.605819 -0.627603 -1.285040 0.15 -0.11 -0.14
P 0.141921 -0.866556 -0.156117 -0.20 0.77 -0.12
C -1.007914 -2.080397 -0.847447 0.15 -0.02 -0.25
C -2.099987 -2.432078 -0.060620 -0.03 0.03 0.06
C -3.042941 -3.323633 -0.541420 -0.05 -0.02 0.03
C -2.905356 -3.868184 -1.810233 0.02 0.00 -0.05
C -1.821124 -3.516078 -2.600351 -0.04 -0.02 0.03
C -0.875070 -2.622199 -2.122021 0.00 0.02 0.07
C 0.892661 -1.740610 1.244382 -0.02 -0.17 0.03
C 1.121873 -3.114004 1.137428 0.00 0.00 0.08
C 1.746090 -3.796706 2.166861 0.01 -0.02 0.01
C 2.147801 -3.115556 3.309361 0.01 -0.02 0.00
C 1.926781 -1.752434 3.416211 0.00 0.03 0.00
C 1.301058 -1.063197 2.386134 0.03 0.02 -0.02
H 2.480521 -1.178956 -0.950360 -0.03 0.00 0.02
H 1.358239 -0.831700 -2.323331 0.06 -0.04 0.01
H -2.222561 -2.001166 0.926934 0.02 0.03 0.00
H -3.892211 -3.585835 0.075598 -0.01 -0.01 -0.01
H -3.646493 -4.561091 -2.186287 -0.01 0.00 0.00
H -1.712678 -3.931948 -3.593246 0.00 0.00 -0.01
H -0.046646 -2.343477 -2.758430 0.02 0.00 0.01
H 0.800936 -3.657876 0.257263 -0.01 0.03 -0.02
H 1.914237 -4.862120 2.078241 0.01 0.00 0.02
H 2.631525 -3.650809 4.116025 0.00 -0.01 0.01
H 2.235040 -1.216221 4.303903 0.01 -0.01 0.01
H 1.126457 0.000712 2.471731 0.00 -0.02 0.01
Te -1.492118 1.563863 2.207757 0.38 -0.06 -0.56
Cl -2.072934 0.776782 -2.591874 0.00 0.14 0.18
C -1.673398 2.119792 -1.402835 0.26 -0.36 -0.14
H -2.610497 2.351966 -0.904219 -0.01 0.08 -0.06
H -1.371118 2.946106 -2.045428 -0.08 0.05 0.06
N -0.257269 7.204202 0.036917 0.01 -0.05 0.14
N 0.238984 5.908499 0.055149 0.02 -0.15 0.14
N 1.524281 5.656092 -0.047593 -0.03 0.11 -0.32
C 1.524872 4.334440 -0.100609 -0.01 -0.02 0.35
N 0.283110 3.845271 0.023123 0.11 -0.36 -0.37
N -0.537855 4.873744 0.098814 -0.05 0.05 0.01
H 0.425795 7.778217 0.521837 -0.02 0.00 -0.05
H -1.127055 7.194994 0.561641 0.01 -0.02 -0.05
H 2.394897 3.708731 -0.184944 0.03 0.03 0.01



42
Properties=species:S:1:pos:R:3:forces:R:3 method="wB97M-V/def2-TZVPD" charge=0 lumo_ev="-0.74 / -0.73" s2=0.75 gap_ev="7.37 / 7.36" e_homo_ev="-8.10 / -8.08" multiplicity=2 max_force_ev_per_a=4.6 de_lowest_ev=0.713
Cu 2.429119 -0.830965 0.201563 -0.39 0.62 -0.61
C -2.586505 -1.800002 4.372284 -0.28 -0.06 -0.26
C -1.682350 -2.189177 3.196720 0.50 0.58 -0.47
N -0.332355 -1.648877 3.383318 0.64 0.07 -0.09
C 0.507530 -1.502805 2.330553 -1.61 -0.41 -2.15
S 2.087539 -0.890675 2.374810 0.55 0.39 1.65
N -0.058406 -1.881520 1.147074 -0.02 0.34 1.36
N 0.627831 -1.472856 0.074063 -0.48 -0.79 -0.05
C 0.196218 -1.829890 -1.090603 0.51 -0.88 -0.42
C -0.926351 -2.821778 -1.226794 -1.03 1.42 -0.21
C 1.012276 -1.290640 -2.211805 0.14 1.65 -1.55
C 0.762305 -1.301903 -3.612936 -0.13 -0.71 1.86
C 1.485159 -0.527472 -4.488945 1.77 0.53 0.26
C 2.666020 0.160215 -4.038782 -0.65 0.29 0.06
C 2.890044 0.094029 -2.652650 -0.25 -0.24 -0.59
N 2.023115 -0.514068 -1.830762 1.20 -0.26 0.76
H -3.618126 -1.956077 4.007452 0.34 0.13 0.56
H -2.483051 -0.749906 4.736081 0.02 -0.58 -0.73
H -2.406052 -2.413324 5.250025 -0.07 -0.26 0.04
H -2.050438 -1.725092 2.252438 -0.03 -0.60 0.63
H -1.544291 -3.291067 3.031349 -0.64 0.92 0.24
H -0.171415 -1.051457 4.173601 0.26 -0.15 0.24
H -1.138546 -3.149226 -0.176521 0.34 -0.52 -1.26
H -0.741938 -3.554339 -2.056007 -0.21 0.42 1.12
H -1.845732 -2.211345 -1.488044 0.75 -0.77 -0.02
H 0.043172 -2.013288 -3.931163 -0.85 -0.16 -0.67
H 1.181794 -0.536598 -5.527093 0.22 0.08 -0.07
H 3.361062 0.784589 -4.693111 -1.23 -1.16 0.88
H 3.784204 0.468434 -2.135780 -0.43 0.13 -0.49
N 5.444434 -0.535538 -0.068505 -3.59 0.19 0.40
C 4.265832 -0.527061 0.082529 4.63 -0.11 -0.37
I 2.104279 4.315942 -0.806849 0.00 -0.46 0.08
C 0.131677 3.844172 -0.253980 -1.08 0.66 0.94
C -0.858692 4.685245 -0.801809 -0.27 -1.01 1.16
C -2.195826 4.473216 -0.401722 2.05 0.55 -1.16
C -2.425685 3.571482 0.611082 -2.45 -0.04 -0.72
C -1.394118 2.898710 1.163530 2.22 -1.19 0.06
N -0.121013 2.967386 0.721778 0.16 0.84 -0.70
H -0.541477 5.497472 -1.417697 -0.18 0.18 -0.66
H -2.927636 5.004387 -0.989680 -0.51 0.04 0.46
H -3.460434 3.279078 0.836901 0.51 0.38 0.31
H -1.493175 2.172575 1.954095 -0.42 -0.04 0.20



42
Properties=species:S:1:pos:R:3:forces:R:3 method="wB97M-V/def2-TZVPD" charge=0 lumo_ev=-0.09 smiles="O=C(CSc1nnc(NC(=O)c2cccc(F)c2)s1)NC1CCCC1" gap_ev=8.73 e_homo_ev=-8.81 multiplicity=1 max_force_ev_per_a=2.0 de_lowest_ev=0.000
O 2.980385 3.777542 0.180613 0.41 0.10 0.15
C 1.854651 3.411941 -0.067292 -0.53 0.20 0.15
C 0.673513 4.104702 0.622828 -0.06 -0.21 0.16
S -0.912184 3.222971 0.579334 -0.20 0.52 -0.27
C -0.470174 1.786280 1.431347 -0.49 -0.57 0.24
N 0.674909 1.565657 1.973622 -0.10 1.55 -0.64
N 0.780700 0.373053 2.534290 0.38 -1.75 0.88
C -0.271642 -0.362582 2.426908 -0.74 0.92 -0.81
N -0.355484 -1.595466 3.002032 0.37 -0.52 0.53
C -1.281191 -2.604628 2.821950 0.12 0.10 0.04
O -1.336283 -3.520726 3.604956 -0.12 -0.10 0.03
C -2.134004 -2.504574 1.605294 -0.28 -0.28 -0.30
C -3.516000 -2.609500 1.712914 0.15 0.04 0.16
C -4.305534 -2.559337 0.577058 0.04 0.03 0.04
C -3.727554 -2.424250 -0.673426 0.21 0.03 -0.11
C -2.348482 -2.348469 -0.763467 -0.01 -0.02 0.15
F -1.775348 -2.221830 -1.975768 -0.04 -0.03 0.08
C -1.536959 -2.387883 0.353594 -0.12 -0.12 -0.11
S -1.601754 0.435199 1.570698 1.01 0.41 0.28
N 1.534311 2.465377 -0.960279 -0.19 -0.32 -0.43
C 2.518853 1.584388 -1.557043 0.38 0.12 0.09
C 2.057623 1.142102 -2.954563 0.04 0.00 -0.06
C 1.522557 -0.294492 -2.803109 -0.11 -0.09 -0.03
C 1.483203 -0.563152 -1.296923 0.16 -0.06 -0.03
C 2.629190 0.282491 -0.752336 -0.06 0.10 0.06
H 0.483287 5.062283 0.135617 -0.01 -0.04 0.02
H 0.943481 4.282935 1.663291 0.09 0.01 -0.13
H 0.330545 -1.763602 3.731947 -0.14 -0.02 -0.09
H -3.960960 -2.721825 2.689194 -0.05 -0.04 0.10
H -5.378497 -2.629124 0.664871 -0.10 0.00 0.00
H -4.324510 -2.383721 -1.570537 -0.04 0.00 -0.11
H -0.464636 -2.336240 0.244194 0.12 0.06 -0.05
H 0.567478 2.197509 -1.070461 0.04 0.18 0.13
H 3.458484 2.140359 -1.566708 -0.11 -0.09 -0.04
H 1.290418 1.820701 -3.327031 0.05 0.06 -0.05
H 2.889963 1.172564 -3.655309 -0.01 0.05 -0.05
H 2.204581 -0.998250 -3.279776 -0.01 -0.05 -0.04
H 0.542545 -0.420263 -3.260197 0.00 -0.07 -0.09
H 1.600646 -1.621353 -1.068478 -0.10 -0.06 0.07
H 0.532906 -0.225668 -0.876533 -0.10 0.00 0.09
H 2.563275 0.466667 0.318963 0.10 0.01 0.03
H 3.583687 -0.197784 -0.966280 0.09 -0.06 -0.03



34
Properties=species:S:1:pos:R:3:forces:R:3 method="wB97M-V/def2-TZVPD" charge=-1 lumo_ev="3.31 / 3.40" s2=0.76 gap_ev="2.10 / 7.57" e_homo_ev="1.21 / -4.17" multiplicity=2 max_force_ev_per_a=3.5 de_lowest_ev=1.521
C -2.891430 1.797736 -1.599500 -1.13 -0.91 0.68
C 0.701184 2.610378 -0.745050 -1.21 -0.27 -1.13
C -0.525859 2.021705 -0.346138 2.22 0.02 2.69
C -1.451988 2.062290 -1.427593 0.57 1.69 -0.68
C -0.793457 2.783554 -2.401466 -0.02 0.06 -0.43
C 1.715188 2.558506 1.423463 -0.59 -1.91 0.75
C 1.786958 2.839973 0.084118 0.97 0.68 0.45
C 0.592977 1.816410 1.906673 0.24 1.28 -0.79
C -0.469083 1.657444 1.049442 -2.32 -1.04 -0.80
N 0.514279 3.002615 -2.052810 0.23 0.42 0.11
H 2.527992 2.679490 2.136172 0.13 0.33 -0.46
H 2.702575 3.278247 -0.291079 -0.06 0.16 -0.25
H 0.527877 1.477736 2.942826 0.01 0.15 -0.39
H -1.390728 1.203703 1.416823 0.25 -0.15 0.22
H 1.180895 3.522030 -2.595513 -0.09 0.04 0.00
H -1.212687 3.306708 -3.276751 0.30 -0.81 0.35
H -3.561075 2.178473 -0.807211 0.47 0.13 -0.09
H -3.128974 0.720821 -1.633823 0.18 0.25 -0.16
H -3.208987 2.251385 -2.535215 -0.14 -0.09 -0.11
C 1.395836 -4.331019 1.904798 0.58 -2.24 0.66
C -1.307588 -2.284116 0.265556 1.95 0.25 -0.63
C -0.641384 -3.303888 0.974061 -1.25 0.06 0.11
C -0.516009 -1.476831 -0.563971 0.16 0.90 0.92
C 0.791181 -3.403498 0.936164 -0.43 -0.46 -0.96
C 0.884575 -1.630161 -0.686169 0.43 -1.18 -0.05
C 1.510224 -2.690542 -0.016073 -0.20 -0.24 0.30
H -2.337218 -1.967182 0.335158 -0.29 -0.64 0.23
H -1.222774 -4.142022 1.407734 0.42 0.72 0.18
H -0.861346 -0.503906 -0.851677 -0.65 0.10 -0.54
H 1.497771 -0.997600 -1.303597 -0.16 0.23 -0.34
H 1.333403 -5.431667 1.678514 -0.36 0.61 -0.35
H 0.851746 -4.299208 2.863826 0.34 0.38 -0.04
H 2.526407 -3.048843 -0.272632 -0.33 0.79 0.52
H 2.479506 -4.258719 2.080943 -0.22 0.67 0.00



34
Properties=species:S:1:pos:R:3:forces:R:3 method="wB97M-V/def2-TZVPD" charge=-1 lumo_ev="3.05 / 3.05" s2=0.76 gap_ev="2.50 / 6.64" e_homo_ev="0.56 / -3.60" multiplicity=2 max_force_ev_per_a=1.2 de_lowest_ev=0.144
C -4.053205 0.805073 2.369311 -0.45 -0.06 0.15
C -0.459476 -0.418619 2.824213 -0.52 -0.70 -0.06
C -1.866132 -0.403838 2.579601 -0.17 0.45 -0.15
C 0.258263 0.806908 2.776114 -0.19 -0.06 0.36
C -2.553428 0.770495 2.392587 0.12 0.08 -0.04
C -0.425623 1.983033 2.598547 0.32 -0.05 -0.52
C -1.821882 2.011514 2.364354 -0.69 0.26 0.11
H -0.053907 -1.379884 3.113111 0.51 0.13 -0.13
H -2.417523 -1.338208 2.459689 0.05 0.01 0.39
H 1.328501 0.807900 2.930754 0.15 0.08 0.01
H 0.115467 2.918535 2.556186 0.19 0.16 0.08
H -4.428821 1.383298 3.236688 0.12 0.00 -0.32
H -4.497128 -0.186885 2.470672 0.18 -0.20 0.01
H -2.353478 2.964996 2.285331 0.13 -0.30 0.05
H -4.514000 1.230671 1.467925 0.26 0.23 0.01
C 3.193753 0.135956 -3.789642 0.71 -0.72 0.19
C 0.506867 -0.164395 -1.241004 0.18 -0.32 0.06
C 1.444075 -0.768021 -2.115149 -0.84 0.44 0.39
C 2.105068 0.310914 -2.788426 0.28 -0.17 -0.40
C 1.601207 1.468042 -2.277674 0.67 0.31 0.97
C -0.376521 -0.900083 -0.465286 0.21 -0.48 0.58
C -0.210305 -2.276932 -0.487733 -0.06 -0.07 0.46
C 0.813839 -2.912270 -1.216528 -0.57 0.70 0.14
C 1.592650 -2.153324 -2.059432 0.86 -0.45 -0.57
N 0.693659 1.184267 -1.283479 -0.48 0.05 -0.44
H -1.013555 -0.424137 0.282477 -0.09 -0.13 -0.37
H -0.816948 -2.888454 0.175992 0.01 0.16 -0.04
H 0.145235 1.838831 -0.752530 0.03 0.06 0.06
H 0.995610 -3.961149 -1.035108 0.00 -0.13 -0.32
H 2.043987 2.454885 -2.277614 -0.24 0.07 -0.57
H 2.386637 -2.619430 -2.642705 -0.11 -0.01 0.06
H 3.002508 -0.739508 -4.427625 -0.33 0.57 -0.34
H 4.126151 -0.195999 -3.316317 0.05 0.27 0.32
H 3.450252 1.035966 -4.351465 -0.30 -0.16 -0.14